[1]
The following is a quantum chemistry calculation of a cluster of 14 separate species, C27H87N19O14 in total at a distorted geometry, from OMol25.

Element x y z (Å)
C 1.522 -2.146 -4.112
C 0.330 -2.905 -4.706
C -0.777 -3.149 -3.676
O -0.179 -3.730 -2.553
C -1.269 -4.143 -1.693
N -0.303 -2.295 -5.947
H 1.256 -1.257 -3.516
H 2.189 -1.769 -4.867
H 2.072 -2.840 -3.549
H 0.840 -3.860 -4.835
H -1.481 -3.874 -4.117
H -1.257 -2.203 -3.418
H -1.790 -3.246 -1.304
H -0.809 -4.729 -0.914
H -1.993 -4.843 -2.111
H -1.232 -2.722 -6.129
H 0.228 -2.581 -6.777
C -0.643 5.210 5.982
C -1.822 4.665 6.719
C -1.885 3.158 6.629
O -2.090 2.966 5.205
C -2.203 1.626 4.794
N -1.750 5.143 8.094
H -0.601 4.814 4.975
H 0.315 4.878 6.422
H -0.762 6.287 5.876
H -2.753 5.050 6.292
H -2.687 2.750 7.282
H -0.900 2.752 6.945
H -1.256 1.059 4.951
H -2.420 1.627 3.697
H -3.054 1.140 5.266
H -0.854 4.914 8.523
H -2.492 4.747 8.649
C -0.521 4.050 1.473
C 0.808 4.021 2.234
C 1.517 2.600 2.096
O 1.003 1.551 2.928
C 1.197 1.873 4.330
N 1.671 5.082 1.569
H -0.344 3.786 0.443
H -1.016 5.041 1.575
H -1.133 3.304 1.943
H 0.618 4.302 3.264
H 2.547 2.785 2.293
H 1.530 2.334 1.010
H 0.379 2.518 4.664
H 2.092 2.454 4.473
H 1.236 0.971 4.989
H 2.361 5.457 2.182
H 2.138 4.621 0.774
C 2.547 -6.323 -1.571
C 2.139 -6.123 -0.118
C 1.961 -4.644 0.273
O 3.063 -3.882 -0.102
C 3.791 -3.307 0.971
N 0.936 -6.850 0.120
H 2.660 -7.436 -1.650
H 3.491 -5.845 -1.900
H 1.791 -5.912 -2.285
H 2.960 -6.438 0.439
H 1.787 -4.556 1.327
H 1.054 -4.246 -0.224
H 4.563 -2.771 0.444
H 4.166 -4.012 1.743
H 3.109 -2.620 1.404
H 0.594 -6.622 1.036
H 0.232 -6.513 -0.529
C -1.859 0.970 -0.007
C -1.164 0.819 -1.386
C -0.101 -0.293 -1.151
O 0.837 0.169 -0.214
C 1.686 -0.918 0.237
N -2.163 0.316 -2.354
H -2.748 1.645 0.014
H -1.227 1.304 0.844
H -2.232 0.002 0.281
H -0.868 1.798 -1.748
H 0.342 -0.588 -2.114
H -0.640 -1.164 -0.774
H 2.296 -0.630 1.084
H 2.344 -1.254 -0.590
H 1.128 -1.809 0.575
H -2.557 -0.480 -1.910
H -2.868 1.043 -2.486
O 4.540 -1.661 -2.868
H 4.509 -1.093 -2.088
H 4.556 -2.611 -2.597
O -1.903 3.239 -6.769
H -2.016 3.730 -5.923
H -1.741 2.321 -6.513
C -3.600 -2.918 0.775
O -3.425 -1.719 0.896
N -4.573 -3.406 -0.109
N -2.958 -3.794 1.627
H -4.805 -4.403 -0.146
H -5.087 -2.718 -0.657
H -2.008 -3.576 1.886
H -3.144 -4.766 1.413
C 0.303 -2.070 3.082
O 0.156 -3.227 2.804
N 1.545 -1.655 3.585
N -0.643 -1.107 2.980
H 1.835 -0.691 3.614
H 2.287 -2.281 3.371
H -0.354 -0.134 2.919
H -1.546 -1.232 2.552
C -2.960 3.887 -1.709
O -3.480 2.942 -2.325
N -3.254 4.205 -0.412
N -1.833 4.589 -2.210
H -4.138 3.832 -0.106
H -3.313 5.177 -0.152
H -1.417 5.379 -1.684
H -1.118 4.129 -2.834
C 0.196 1.925 -4.810
O 0.134 2.672 -3.833
N 1.103 2.219 -5.828
N -0.647 0.866 -4.967
H 1.252 3.194 -5.994
H 1.146 1.777 -6.714
H -1.299 0.582 -4.184
H -0.527 0.123 -5.648
C 4.997 -0.693 2.156
O 4.063 -0.556 2.923
N 5.233 -0.041 0.999
N 6.166 -1.423 2.520
H 4.596 0.639 0.571
H 6.157 0.028 0.572
H 6.104 -2.163 3.204
H 6.670 -1.722 1.732
C -5.940 -0.470 -1.717
O -6.119 -1.658 -1.620
N -6.277 0.168 -2.839
N -5.427 0.292 -0.770
H -6.774 -0.512 -3.447
H -6.548 1.151 -2.809
H -4.878 1.173 -0.950
H -5.093 -0.317 -0.026
C 3.432 1.605 -2.451
O 4.021 0.948 -1.624
N 2.321 2.458 -2.144
N 3.847 1.689 -3.768
H 1.675 1.902 -1.549
H 1.778 2.738 -2.977
H 4.570 1.100 -4.099
H 3.030 1.860 -4.314

Properties
frontier orbital gap = 9.200 eV
2S+1 = 1

These are the Mulliken partial charges, in e, on atoms 1 to 99: C -0.499; C 0.255; C -0.896; O 0.021; C -0.879; N -0.539; H -0.546; H 0.529; H 0.307; H 0.188; H 0.595; H 0.259; H 0.269; H 0.015; H 0.533; H 0.238; H 0.277; C -0.857; C 0.422; C -0.533; O -0.276; C -0.610; N -0.698; H -0.120; H 0.299; H 0.386; H 0.238; H 0.370; H 0.194; H 0.307; H -0.045; H 0.453; H 0.254; H 0.268; C -0.825; C 0.675; C -0.663; O 0.734; C -1.035; N -0.771; H -0.054; H 0.552; H 0.054; H 0.094; H 0.511; H -0.396; H -0.186; H 0.497; H 0.393; H 0.291; H 0.289; C -1.223; C 0.104; C 0.393; O -0.211; C -0.032; N -0.738; H 0.357; H 0.297; H 0.088; H 0.384; H 0.674; H -0.740; H 0.124; H 0.227; H -0.425; H 0.380; H 0.245; C 0.506; C 1.538; C 0.140; O 1.340; C -0.489; N -0.803; H -0.063; H -0.935; H -0.203; H 0.014; H -1.432; H 0.185; H -0.097; H 0.167; H -0.141; H -0.014; H 0.596; O -0.614; H 0.290; H 0.302; O -0.649; H 0.320; H 0.391; C 0.463; O -0.629; N -0.196; N -0.393; H 0.198; H 0.220; H 0.075; H 0.232

[2]
The following is a quantum chemistry calculation of a cluster of 2 separate species, C28H15Cl2N5O2 in total at a distorted geometry, from OMol25.

Element x y z (Å)
N -1.051 -0.347 3.406
C -0.039 0.240 3.372
C 1.188 0.954 3.319
C 1.212 2.324 3.338
C 0.008 3.082 3.371
N -0.979 3.713 3.384
C 2.473 3.080 3.248
O 2.473 4.301 3.108
C 3.725 2.272 3.272
Cl 5.191 3.135 3.220
C 3.698 0.908 3.285
Cl 5.131 -0.010 3.270
C 2.418 0.154 3.244
O 2.370 -1.073 3.102
C 2.490 4.403 -1.310
C 3.103 3.255 -0.761
C 2.357 2.092 -0.603
C 1.048 2.064 -1.097
N 0.309 0.894 -1.041
C 0.536 -0.165 -0.249
N -0.483 -1.016 -0.584
C -0.929 -2.065 0.230
C -0.021 -2.581 1.138
C -0.379 -3.721 1.868
C -1.680 -4.231 1.761
C -2.633 -3.605 0.950
C -2.260 -2.479 0.203
C -1.138 -0.520 -1.736
C -1.927 -1.346 -2.633
C -2.803 -0.669 -3.497
C -3.690 -1.399 -4.281
C -3.649 -2.803 -4.249
C -2.692 -3.492 -3.483
C -1.794 -2.759 -2.710
N -0.741 0.719 -1.937
C 0.440 3.172 -1.674
C 1.145 4.370 -1.736
H 3.075 5.316 -1.417
H 4.157 3.277 -0.468
H 2.749 1.184 -0.142
H 0.939 -2.070 1.258
H 0.363 -4.187 2.507
H -1.965 -5.117 2.321
H -3.655 -3.971 0.881
H -2.991 -1.935 -0.403
H -2.776 0.422 -3.501
H -4.401 -0.875 -4.917
H -4.353 -3.381 -4.845
H -2.637 -4.581 -3.487
H -1.008 -3.261 -2.141
H -0.588 3.065 -2.027
H 0.660 5.268 -2.127

Properties
frontier orbital gap = 5.273 eV
2S+1 = 1

Per-atom natural (NBO) charges, elementary charge units: N -0.199; C 0.244; C -0.118; C -0.061; C 0.229; N -0.198; C 0.469; O -0.424; C -0.113; Cl 0.115; C -0.121; Cl 0.115; C 0.491; O -0.435; C -0.222; C -0.206; C -0.267; C 0.223; N -0.280; C 0.129; N -0.446; C 0.213; C -0.240; C -0.194; C -0.224; C -0.192; C -0.256; C 0.343; C -0.041; C -0.192; C -0.215; C -0.199; C -0.207; C -0.202; N -0.283; C -0.247; C -0.191; H 0.217; H 0.220; H 0.237; H 0.255; H 0.220; H 0.215; H 0.218; H 0.228; H 0.235; H 0.221; H 0.217; H 0.223; H 0.230; H 0.244; H 0.221

[3]
The following is a quantum chemistry calculation of a structure of composition C28H16Cl52FIN3O2 at a distorted geometry, from OMol25.

Element x y z (Å)
C 6.411 -4.378 1.596
C 5.307 -3.882 2.554
C 4.762 -2.500 2.240
C 3.415 -2.135 2.309
C 2.348 -3.145 2.717
C 1.299 -3.386 1.604
O 1.543 -3.340 0.429
I -0.700 -3.808 2.301
C 2.978 -0.806 2.036
C 1.556 -0.387 2.141
C 0.860 -0.039 0.962
C -0.446 0.363 1.182
C -1.058 0.429 2.444
N -0.388 0.056 3.532
C 0.855 -0.324 3.331
N 3.836 0.112 1.670
N 5.081 -0.258 1.608
C 6.022 0.817 1.187
C 6.689 1.451 2.444
O 5.946 1.094 3.612
C 5.617 -1.428 1.868
F 6.906 -1.565 1.779
H 6.051 -4.551 0.573
H 7.318 -3.770 1.587
H 6.715 -5.370 1.963
H 5.644 -3.910 3.600
H 4.480 -4.595 2.464
H 1.829 -2.726 3.590
H 2.746 -4.120 3.017
H 1.323 -0.055 -0.021
H -1.031 0.645 0.308
H -2.134 0.781 2.548
H 1.414 -0.619 4.230
H 6.744 0.446 0.453
H 5.445 1.588 0.663
H 6.720 2.542 2.345
H 7.692 1.024 2.572
H 5.785 1.916 4.101
C -5.044 1.398 0.918
Cl -5.647 -0.021 0.072
Cl -5.736 1.464 2.543
Cl -3.275 1.276 1.038
Cl -5.486 2.861 0.026
C 9.683 3.838 0.684
Cl 9.082 2.202 0.342
Cl 9.404 4.852 -0.736
Cl 8.821 4.505 2.080
Cl 11.407 3.777 1.044
C 5.178 5.985 -0.026
Cl 6.114 7.388 0.499
Cl 4.663 6.199 -1.696
Cl 6.183 4.529 0.095
Cl 3.753 5.804 1.007
C 3.947 2.651 6.593
Cl 4.969 3.530 5.432
Cl 4.246 3.270 8.215
Cl 2.249 2.887 6.168
Cl 4.339 0.928 6.531
C 1.617 3.795 -2.974
Cl 0.427 3.387 -4.214
Cl 1.382 2.748 -1.560
Cl 3.246 3.551 -3.621
Cl 1.415 5.481 -2.492
C -9.515 -0.470 -1.250
Cl -8.597 0.952 -0.749
Cl -10.199 -0.201 -2.859
Cl -8.432 -1.873 -1.296
Cl -10.820 -0.767 -0.093
C 3.559 -8.029 1.752
Cl 2.893 -9.465 2.526
Cl 2.825 -6.579 2.474
Cl 5.310 -7.981 1.997
Cl 3.203 -8.062 0.024
C -11.412 1.156 -6.863
Cl -10.861 2.819 -6.601
Cl -10.401 0.379 -8.086
Cl -11.293 0.255 -5.341
Cl -13.092 1.171 -7.407
C 2.631 9.091 -3.746
Cl 3.231 7.541 -4.362
Cl 3.677 10.396 -4.315
Cl 0.985 9.353 -4.330
Cl 2.629 9.067 -1.976
C -5.849 -3.262 2.770
Cl -4.161 -3.584 2.323
Cl -5.892 -2.099 4.100
Cl -6.717 -2.601 1.381
Cl -6.617 -4.770 3.278
C -8.177 2.190 -10.829
Cl -8.701 0.530 -11.153
Cl -8.655 3.230 -12.176
Cl -8.931 2.766 -9.339
Cl -6.417 2.225 -10.652
C -10.540 -5.823 -1.273
Cl -9.843 -6.001 -2.889
Cl -12.022 -6.779 -1.160
Cl -9.377 -6.389 -0.064
Cl -10.909 -4.120 -0.977
C -3.161 -2.910 -1.684
Cl -2.485 -4.504 -1.326
Cl -3.076 -2.608 -3.424
Cl -4.845 -2.854 -1.152
Cl -2.233 -1.670 -0.821

Properties
charge = +1
frontier orbital gap = 8.057 eV
2S+1 = 1

These are the Mulliken partial charges, in e, on atoms 1 to 99: C -1.316; C 0.601; C -0.247; C 0.976; C -1.589; C 0.423; O -0.456; I 0.162; C 0.107; C 0.183; C -0.806; C -0.563; C -0.404; N -0.617; C 0.172; N -1.086; N 1.022; C -1.060; C 0.104; O -0.215; C 0.645; F -0.303; H 0.353; H 0.339; H 0.333; H 0.331; H -0.415; H 0.421; H 0.423; H 0.672; H 0.581; H 0.545; H 0.563; H 0.463; H 0.402; H 0.155; H 0.269; H 0.001; C 0.081; Cl 0.179; Cl -0.100; Cl -0.071; Cl -0.104; C 0.252; Cl -0.070; Cl -0.050; Cl -0.061; Cl -0.083; C 0.133; Cl -0.094; Cl 0.032; Cl 0.041; Cl -0.116; C 0.327; Cl -0.144; Cl -0.081; Cl -0.075; Cl -0.088; C 0.198; Cl -0.092; Cl 0.006; Cl -0.091; Cl -0.010; C 0.242; Cl -0.092; Cl -0.022; Cl 0.011; Cl -0.106; C 0.353; Cl -0.078; Cl -0.092; Cl -0.096; Cl -0.090; C 0.372; Cl -0.129; Cl -0.066; Cl -0.077; Cl -0.092; C 0.299; Cl -0.061; Cl -0.087; Cl -0.082; Cl -0.074; C 0.007; Cl -0.041; Cl -0.091; Cl 0.095; Cl -0.091; C 0.341; Cl -0.113; Cl -0.094; Cl -0.041; Cl -0.099; C 0.290; Cl -0.102; Cl -0.100; Cl -0.087; Cl -0.029; C 0.017